No. 1
16
Properties=species:S:1:pos:R:3 method="wB97M-V/def2-TZVPD" e_above_lowest_kj_mol=492.3 charge=0 homo_energy_ev=-8.913
C 1.620 -1.367 0.235
C 0.660 -0.371 -0.077
C 1.184 0.991 -0.593
C 0.456 2.074 -0.008
C -0.655 -0.696 0.355
C -1.969 0.052 -0.036
H 1.144 -2.496 -0.339
H 2.693 -1.046 -0.550
H 2.089 -1.327 1.327
H 2.012 0.881 -1.253
H 0.841 3.096 -0.106
H -0.401 1.782 0.684
H -0.788 -1.693 0.696
H -3.683 -0.227 -0.226
O -3.011 -0.871 -0.567
O -2.192 1.219 0.459

No. 2
16
Properties=species:S:1:pos:R:3 method="wB97M-V/def2-TZVPD" e_above_lowest_kj_mol=903.4 charge=0 homo_energy_ev=-9.150
C -1.251 -0.307 -1.316
C 0.098 -1.128 -1.152
C 0.571 -1.210 0.145
C 0.553 -0.732 1.411
C 0.617 0.666 1.636
C 0.998 1.420 0.478
H -2.269 1.561 -0.211
H -1.831 -0.806 -1.991
H -0.981 0.688 -1.663
H 0.665 -1.408 -2.081
H 1.374 -1.845 -0.168
H 0.280 -1.431 2.258
H 0.364 1.214 2.579
H 1.821 0.963 -0.296
O -2.042 -0.301 -0.041
O 1.033 2.657 0.412

No. 3
16
Properties=species:S:1:pos:R:3 method="wB97M-V/def2-TZVPD" e_above_lowest_kj_mol=999.1 charge=0 homo_energy_ev=-8.633
C 0.199 1.269 0.468
C 1.289 0.213 0.320
C 0.812 -1.181 0.014
C -0.344 -1.558 -0.423
C -1.291 -0.342 -0.483
C -1.184 0.329 0.854
H 0.416 0.976 -1.607
H 0.451 2.116 1.254
H 1.835 0.127 1.139
H 1.830 0.575 -0.601
H 1.487 -1.964 0.041
H -0.564 -2.456 -0.995
H -1.328 0.596 -1.280
H -0.732 -0.469 1.728
O -0.439 1.916 -0.764
O -2.438 -0.146 0.337

No. 4
17
Properties=species:S:1:pos:R:3 method="wB97M-V/def2-TZVPD" e_above_lowest_kj_mol=1167.9 charge=0 homo_energy_ev="-9.575 / -7.933"
C 0.759 1.470 1.260
C -0.069 2.130 0.253
C -0.690 2.747 -0.588
C -1.445 3.687 -1.412
C -2.784 4.432 -1.179
O -3.190 4.573 -2.510
C -0.906 5.101 -1.502
O -0.365 6.070 -1.942
H 0.554 1.888 2.255
H 0.551 0.392 1.290
H 1.825 1.620 1.039
H -1.153 3.316 -2.410
H -3.750 4.480 -0.665
H -1.425 5.407 1.324
O -0.500 0.436 -2.455
H -0.146 1.478 -3.223
H -0.660 0.679 -1.533

No. 5
17
Properties=species:S:1:pos:R:3 method="wB97M-V/def2-TZVPD" e_above_lowest_kj_mol=443.8 charge=0 homo_energy_ev=-8.855
C 1.631 1.213 -1.016
C -1.833 -1.531 0.249
C -0.541 0.808 0.168
C 1.015 0.820 0.330
C -0.852 -0.453 0.168
C 0.920 -1.138 0.486
O -1.201 1.971 0.126
O 1.480 1.202 1.417
O 1.696 -1.526 -0.345
H -2.155 1.806 0.119
H 0.843 -1.640 1.471
H 1.318 2.227 -1.259
H 1.286 0.552 -1.807
H 2.711 1.128 -0.926
H -1.566 -2.278 0.998
H -2.812 -1.131 0.539
H -1.938 -2.029 -0.717

No. 6
17
Properties=species:S:1:pos:R:3 method="wB97M-V/def2-TZVPD" e_above_lowest_kj_mol=165.4 charge=0 homo_energy_ev=-9.021
C 0.797 -0.984 2.273
C 0.935 -0.826 0.951
O 1.283 -1.857 0.102
C 0.710 0.541 0.382
O 1.327 1.516 0.802
C -0.263 0.664 -0.744
C 0.112 1.605 -1.847
C -1.462 0.063 -0.712
O -1.921 -0.720 0.311
H 0.508 -0.145 2.900
H 0.930 -1.942 2.759
H 1.440 -2.645 0.648
H 0.816 2.375 -1.515
H -0.769 2.128 -2.236
H 0.576 1.054 -2.671
H -2.194 0.182 -1.503
H -2.826 -1.009 0.099

No. 7
21
Properties=species:S:1:pos:R:3 method="wB97M-V/def2-TZVPD" spin_multiplicity=5 s2=6.0124 e_above_lowest_kj_mol=44.8 charge=+1 homo_energy_ev="-14.280 / -14.170"
O 2.446 1.067 0.430
C -0.137 -1.626 0.192
C 2.914 0.034 -0.351
O -0.658 -2.600 0.681
O 1.140 -1.690 -0.145
C 1.868 -0.825 -1.051
H 3.554 -0.649 0.245
H 3.550 0.414 -1.178
H 2.372 -1.517 -1.739
H 1.165 -0.223 -1.636
H -1.869 2.506 -1.528
O -0.469 0.336 1.426
O -0.468 1.104 -0.830
C -1.725 1.427 -1.379
C -2.723 0.879 -0.370
O -2.143 -0.364 0.048
C -0.821 -0.240 0.323
H -1.827 0.900 -2.342
H -3.693 0.645 -0.820
H -2.839 1.540 0.500
Rh 0.714 1.708 0.642

No. 8
16
Properties=species:S:1:pos:R:3 method="wB97M-V/def2-TZVPD" smiles="O[C@@H]1[C@@H]2CC(=S)[C@H]1C2" e_above_lowest_kj_mol=376.4 charge=0 homo_energy_ev=-8.165
O 0.838 -1.893 0.042
C 1.017 -0.469 -0.514
C 0.643 0.552 0.733
C -0.621 -0.175 1.226
C -1.253 -0.331 -0.022
S -2.812 -0.464 -0.110
C -0.424 0.015 -1.059
C 0.035 1.494 -0.332
H 0.956 -2.519 -0.809
H 1.986 -0.296 -1.127
H 1.402 0.754 1.519
H -0.086 -0.952 1.851
H -1.104 0.459 1.976
H -0.704 -0.059 -2.139
H 0.856 1.790 -1.032
H -0.729 2.093 -0.203

No. 9
15
Properties=species:S:1:pos:R:3 method="wB97M-V/def2-TZVPD" smiles="CC1=C2C[C@@H]2CS1" e_above_lowest_kj_mol=306.6 charge=0 homo_energy_ev=-8.032
C 0.049 1.047 2.180
C 0.030 0.686 0.767
C -0.711 0.068 -0.085
C -1.005 -1.169 -0.874
C -0.299 -0.036 -1.538
C 1.256 0.243 -1.631
S 1.644 1.321 -0.228
H 0.563 0.268 2.917
H -0.932 1.177 2.538
H 0.501 1.983 2.237
H -0.283 -1.916 -0.651
H -2.035 -1.573 -1.258
H -0.904 0.575 -2.226
H 1.957 -0.622 -1.497
H 1.443 0.706 -2.594

No. 10
15
Properties=species:S:1:pos:R:3 method="wB97M-V/def2-TZVPD" smiles="C=CC1=CCCS1" e_above_lowest_kj_mol=99.8 charge=0 homo_energy_ev=-7.642
C -2.748 -0.114 0.134
C -1.717 -0.989 -0.088
C -0.378 -0.582 -0.143
C 0.051 0.698 -0.124
C 1.478 0.959 -0.142
C 2.219 -0.392 0.243
S 0.983 -1.695 -0.103
H -2.616 0.955 0.118
H -3.790 -0.543 0.226
H -1.932 -2.059 -0.212
H -0.668 1.516 -0.172
H 1.779 1.850 0.404
H 1.744 1.262 -1.169
H 3.156 -0.541 -0.301
H 2.439 -0.323 1.328

No. 11
15
Properties=species:S:1:pos:R:3 method="wB97M-V/def2-TZVPD" smiles="C=C1C[C@@H]2S[C@@H]2C1" e_above_lowest_kj_mol=306.5 charge=0 homo_energy_ev=-8.826
C -2.075 -0.129 -0.931
C -0.775 -0.068 -0.377
C -0.242 1.214 0.100
C 1.300 0.911 0.157
S 2.328 -0.088 -1.009
C 1.410 -0.582 0.429
C -0.015 -1.277 0.268
H -2.504 0.641 -1.422
H -2.530 -1.188 -1.059
H -0.480 1.484 1.048
H -0.408 2.036 -0.620
H 1.733 1.467 1.038
H 2.014 -0.806 1.208
H 0.075 -1.334 1.510
H 0.168 -2.281 -0.339

No. 12
16
Properties=species:S:1:pos:R:3 method="wB97M-V/def2-TZVPD" smiles=C#C[C@]1(S)[C@H](C)[C@H]1S e_above_lowest_kj_mol=512.9 charge=0 homo_energy_ev=-8.584
C 2.268 0.730 -1.438
C 1.126 0.751 -0.848
C -0.145 0.738 -0.271
S -0.791 2.303 0.260
C -0.445 -0.397 0.673
C 0.781 -1.341 0.720
C -1.268 -0.470 -0.606
S -3.065 0.047 -0.743
H 3.465 0.456 -1.629
H 0.237 2.518 1.180
H -1.065 0.044 1.420
H 1.455 -1.256 1.594
H 0.154 -2.221 1.053
H 1.201 -1.350 -0.375
H -0.986 -1.402 -1.286
H -2.925 0.850 0.298

No. 13
16
Properties=species:S:1:pos:R:3 method="wB97M-V/def2-TZVPD" e_above_lowest_kj_mol=256.9 charge=0 homo_energy_ev=-7.970
S -0.209 2.250 -0.592
C -0.860 1.600 0.825
C -1.311 0.355 1.029
C -1.507 -0.800 0.144
C -0.581 -1.329 -0.680
C 0.777 -0.821 -0.739
C 1.477 -0.357 0.311
S 3.152 0.243 0.162
H -0.506 1.231 -1.236
H -1.099 2.416 1.508
H -1.873 0.224 1.993
H -2.511 -1.361 0.167
H -0.710 -2.212 -1.393
H 1.234 -0.654 -1.702
H 0.988 -0.478 1.298
H 3.540 -0.310 -1.096

No. 14
16
Properties=species:S:1:pos:R:3 method="wB97M-V/def2-TZVPD" e_above_lowest_kj_mol=85.1 charge=0 homo_energy_ev=-8.105
C 2.595 0.164 0.185
C 1.523 0.292 1.247
C 0.312 0.096 0.297
C -0.753 -0.913 0.787
C -1.761 1.151 -0.343
C -0.465 1.310 -0.127
H 2.934 1.157 -0.142
H 3.391 -0.453 0.474
H 1.562 -0.561 1.961
H 1.460 1.149 1.892
H -0.549 -1.950 0.588
H -0.894 -0.682 1.859
H -2.450 1.927 -0.722
H 0.028 2.286 -0.219
S -2.327 -0.479 -0.064
S 1.440 -0.488 -1.060

No. 15
16
Properties=species:S:1:pos:R:3 method="wB97M-V/def2-TZVPD" smiles="CBC1C=CC=C1" e_above_lowest_kj_mol=86.2 charge=0 homo_energy_ev=-8.378
C 0.511 -2.393 -0.878
B 0.781 -0.869 -0.925
C 0.239 0.141 0.292
C -1.246 0.349 0.451
C -1.546 1.611 0.603
C -0.307 2.376 0.667
C 0.685 1.509 0.381
H 1.020 -3.076 -1.633
H -0.621 -2.775 -0.770
H 1.188 -2.681 0.054
H 1.711 -0.363 -1.506
H 0.674 -0.530 1.083
H -2.041 -0.439 0.566
H -2.546 1.895 0.701
H -0.238 3.456 0.771
H 1.736 1.790 0.142

No. 16
16
Properties=species:S:1:pos:R:3 method="wB97M-V/def2-TZVPD" smiles=C1B2C[C@H]2[C@@H]2C[C@H]12 e_above_lowest_kj_mol=246.1 charge=0 homo_energy_ev=-9.267
C -0.283 -0.250 -1.548
B 0.410 -1.288 -0.649
C 1.735 -1.132 0.055
C 0.363 -1.005 0.828
C -0.085 0.448 0.952
C -1.490 0.775 0.501
C -0.333 0.968 -0.431
H 0.240 0.184 -2.480
H -1.347 -0.314 -1.898
H 2.503 -1.810 0.325
H 2.173 -0.211 -0.186
H 0.475 -1.607 1.788
H 0.328 1.012 1.786
H -2.087 1.672 0.979
H -2.132 0.028 -0.027
H 0.069 1.780 -0.882

No. 17
16
Properties=species:S:1:pos:R:3 method="wB97M-V/def2-TZVPD" spin_multiplicity=3 s2=2.0132 e_above_lowest_kj_mol=428.8 charge=0 homo_energy_ev="-4.089 / -7.125"
B -2.228 0.168 0.984
C 1.171 -0.449 0.710
C 1.182 -0.030 -0.768
C -1.185 0.976 0.145
C 0.115 0.229 -0.034
C -2.672 -0.283 2.180
C 2.045 0.152 -1.966
H 1.255 -1.533 1.056
H -1.464 1.341 -0.838
H -1.073 1.790 0.743
H -3.717 -0.133 2.648
H 1.761 0.176 1.360
H -2.057 -1.134 2.599
H 2.115 -0.873 -2.365
H 2.999 0.548 -1.609
H 1.685 0.621 -2.922

No. 18
20
Properties=species:S:1:pos:R:3 method="wB97M-V/def2-TZVPD" e_above_lowest_kj_mol=144.4 charge=0 homo_energy_ev=-8.226
C -0.965 -2.230 0.610
C -0.693 -0.958 -0.182
C -1.647 -0.027 -0.473
F -2.970 -0.145 -0.182
C -1.367 1.353 -0.747
N -0.768 2.044 0.148
C 0.009 1.444 1.183
C 0.992 0.634 0.918
B 1.779 0.551 -0.485
O 1.259 1.049 -1.623
O 3.033 0.102 -0.208
H -1.041 -1.890 1.663
H -0.080 -2.832 0.667
H -1.966 -2.574 0.373
H 0.117 -1.127 -0.844
H -2.059 1.890 -1.450
H -0.513 1.577 2.213
H 1.396 0.049 1.773
H 1.929 1.142 -2.323
H 3.553 -0.048 -1.031

No. 19
22
Properties=species:S:1:pos:R:3 method="wB97M-V/def2-TZVPD" e_above_lowest_kj_mol=187.8 charge=0 homo_energy_ev=-7.792
C -1.216 -1.163 -0.352
C -0.088 -0.784 -1.361
C 1.350 1.158 -1.106
C 2.019 0.028 -0.739
C 0.049 0.758 -1.565
C -0.182 -0.164 2.960
N -0.496 1.469 1.323
N -0.868 0.729 2.272
N 1.280 -1.079 -0.898
O -2.467 -0.839 -0.534
O -0.938 -1.812 0.621
Cl -0.352 1.163 -3.413
Br 1.640 -0.389 2.833
H -0.218 -1.365 -2.386
H 1.842 2.201 -1.179
H 3.091 -0.162 -0.627
H -0.855 1.338 -1.122
H -0.746 -0.852 3.751
H 0.326 1.232 0.856
H -1.862 0.766 2.529
H -2.733 -0.140 -1.112
H 1.424 -2.093 -0.752

No. 20
19
Properties=species:S:1:pos:R:3 method="wB97M-V/def2-TZVPD" smiles=C[C@H](Cl)[C@@](C)(O)[C@@H](Br)C#N e_above_lowest_kj_mol=0.0 charge=0 homo_energy_ev=-10.722
C 1.539 -0.771 0.975
C 1.031 -0.572 -0.357
Cl 2.293 0.321 -1.301
C -0.247 0.321 -0.394
C -0.044 1.669 0.356
O -0.539 0.658 -1.743
C -1.510 -0.553 0.198
Br -3.192 0.558 0.101
C -1.777 -1.842 -0.417
N -1.986 -2.860 -0.878
H 1.979 0.115 1.379
H 0.709 -1.095 1.561
H 2.395 -1.473 0.894
H 0.976 -1.553 -0.882
H 0.892 2.113 -0.084
H -0.769 2.390 -0.169
H -0.259 1.579 1.460
H -0.118 1.475 -1.986
H -1.374 -0.481 1.287

No. 21
20
Properties=species:S:1:pos:R:3 method="wB97M-V/def2-TZVPD" smiles=FC(F)(F)[C@@]1(Br)CCCCN1 e_above_lowest_kj_mol=81.2 charge=0 homo_energy_ev=-9.693
F -3.040 -0.686 1.167
C -2.237 -0.845 0.075
F -2.974 -0.729 -1.032
F -1.846 -2.160 -0.049
C -1.055 0.087 0.028
Br -1.683 1.874 0.010
C -0.151 -0.242 1.186
C 1.180 0.524 1.201
C 1.889 0.210 -0.143
C 1.064 0.585 -1.360
N -0.066 -0.332 -1.332
H 0.274 -1.333 1.132
H -0.630 -0.089 2.093
H 1.916 0.174 1.886
H 0.969 1.525 1.330
H 2.913 0.746 0.061
H 2.139 -0.932 -0.312
H 0.660 1.669 -1.494
H 1.439 0.268 -2.385
H -0.761 -0.315 -2.061

No. 22
17
Properties=species:S:1:pos:R:3 method="wB97M-V/def2-TZVPD" smiles="C=C(O)CC/C=C/Br" e_above_lowest_kj_mol=72.8 charge=0 homo_energy_ev=-8.978
C 0.619 1.408 0.390
C 1.343 0.458 -0.138
O 2.611 0.743 -0.575
C 0.661 -0.922 -0.358
C -0.555 -1.158 0.517
C -1.847 -0.645 -0.005
C -2.754 0.042 0.593
Br -4.487 0.262 -0.140
H -0.312 1.162 0.732
H 1.063 2.369 0.560
H 2.947 1.605 -0.202
H 1.366 -1.721 -0.096
H 0.213 -1.030 -1.415
H -0.484 -0.781 1.492
H -0.627 -2.238 0.635
H -2.095 -0.916 -1.096
H -2.697 0.462 1.584

No. 23
17
Properties=species:S:1:pos:R:3 method="wB97M-V/def2-TZVPD" spin_multiplicity=3 s2=2.0086 e_above_lowest_kj_mol=0.0 charge=0 homo_energy_ev="-5.163 / -10.271"
C 0.027 -1.009 1.494
C -0.222 -1.296 0.203
C 0.106 0.400 1.754
C -0.438 1.106 0.493
C -0.359 -0.027 -0.644
C 0.894 0.262 -1.502
O -1.468 0.101 -1.493
Br -0.376 -3.057 -0.457
H 0.187 -1.836 2.183
H -0.435 0.714 2.610
H 1.244 0.765 1.964
H -1.457 1.187 0.641
H 0.045 2.024 0.246
H 0.501 1.086 -2.173
H 1.300 -0.578 -2.120
H 1.703 0.512 -0.880
H -1.252 -0.353 -2.318

No. 24
16
Properties=species:S:1:pos:R:3 method="wB97M-V/def2-TZVPD" e_above_lowest_kj_mol=412.3 charge=0 homo_energy_ev=-8.790
C 1.416 -2.676 -2.566
C 0.507 -2.175 -1.974
C -0.205 1.143 1.965
C -0.183 1.394 -0.555
C -1.060 -0.720 0.370
C -0.133 0.412 0.625
Cl -1.848 -1.310 1.718
H 2.224 -3.118 -3.071
H 0.449 2.010 1.953
H 0.093 0.493 2.785
H -1.222 1.483 2.150
H 0.669 2.069 -0.514
H -0.163 0.862 -1.502
H -1.093 1.984 -0.504
H -0.289 -1.741 -1.434
H 0.838 -0.113 0.553

No. 25
38
Properties=species:S:1:pos:R:3 method="wB97M-V/def2-TZVPD" charge=-1 homo_energy_ev=-5.111
C -3.316 -4.045 -1.157
N -3.305 -2.780 -1.886
C -1.968 -2.240 -2.153
P -1.177 -1.494 -0.635
O -2.382 -0.365 -0.415
I 0.095 0.468 -2.081
O -0.239 -0.733 0.801
N -0.611 -1.120 1.976
O 0.201 -0.842 2.825
H -4.199 -4.617 -1.458
H -2.425 -4.663 -1.351
H -3.372 -3.899 -0.077
H -3.761 -2.934 -2.776
H -1.277 -3.005 -2.557
H -2.061 -1.446 -2.892
H 0.046 -2.188 -0.779
H -1.711 -2.475 0.238
H -3.182 -0.883 -0.216
C 3.764 0.836 -0.022
Cl 5.229 1.004 0.981
Cl 4.191 -0.019 -1.517
Cl 2.513 -0.031 0.835
Cl 3.121 2.425 -0.423
C 1.163 5.669 -2.228
Cl -0.210 6.670 -1.698
Cl 0.662 4.000 -2.358
Cl 1.736 6.285 -3.792
Cl 2.478 5.802 -1.050
C 1.357 5.874 3.036
Cl 2.441 7.216 3.460
Cl 2.311 4.451 2.631
Cl 0.313 5.519 4.419
Cl 0.378 6.332 1.646
C 0.644 -4.544 2.134
Cl 1.674 -3.140 1.968
Cl 1.631 -5.986 2.478
Cl -0.498 -4.299 3.460
Cl -0.254 -4.805 0.632

No. 26
24
Properties=species:S:1:pos:R:3 method="wB97M-V/def2-TZVPD" charge=+4 homo_energy_ev="-23.697 / -23.686"
In -3.413 3.401 0.080
Y -1.018 0.866 -0.162
Cl -0.587 2.711 1.460
Cl -1.088 1.395 -2.581
C -1.940 -1.358 -1.769
C -3.901 4.040 2.032
C -4.977 3.728 -1.590
O -2.118 -2.089 -2.635
O -4.300 4.172 3.120
O -6.068 3.753 -1.971
C 1.176 -2.429 -0.793
P 1.842 -1.164 0.295
C 1.979 -1.769 1.965
C 3.365 -0.475 -0.317
O 0.805 -0.002 0.303
H 1.008 -1.991 -1.795
H 0.210 -2.775 -0.380
H 1.881 -3.278 -0.866
H 2.669 -2.621 1.984
H 2.387 -0.992 2.631
H 1.000 -2.115 2.330
H 3.209 -0.026 -1.312
H 3.755 0.278 0.387
H 4.124 -1.261 -0.414

No. 27
22
Properties=species:S:1:pos:R:3 method="wB97M-V/def2-TZVPD" spin_multiplicity=2 s2=0.7568 e_above_lowest_kj_mol=80.5 charge=0 homo_energy_ev="-9.628 / -9.669"
C -1.351 -0.371 0.439
C -0.039 -0.678 0.433
C 0.975 0.041 -0.401
O 1.555 1.001 0.117
Cl -2.488 -1.394 1.264
Cl -2.055 0.519 -0.883
H 0.334 -1.392 1.169
N 1.208 -0.391 -1.649
C 0.525 -1.510 -2.272
C 2.198 0.281 -2.471
H -0.054 -2.077 -1.538
H -0.145 -1.154 -3.069
H 1.268 -2.185 -2.717
H 3.014 -0.412 -2.719
H 1.729 0.622 -3.404
H 2.614 1.141 -1.938
C -1.765 1.569 2.606
H -1.041 2.209 2.104
H -2.845 1.606 2.453
N -1.333 1.018 3.827
O -0.140 1.091 4.111
O -2.167 0.465 4.539